No. 1
Molecular formula: C4H8F3N
Method: DFT, ωB97M-V with the def2-TZVPD basis set

Last column: Löwdin charge in e.
Element x y z (Å)
C (1.16, 0.45, -1.11)  0.011
C (0.05, 0.27, -0.40)  -0.538
C (-0.49, 1.35, 0.49)  -0.064
N (-0.84, -0.82, -0.53)  0.055
H (1.88, 1.14, -0.67)  0.053
H (1.68, -0.06, -1.93)  0.056
H (-0.72, 0.93, 1.56)  0.121
H (-1.42, 1.68, -0.16)  0.122
H (0.08, 2.18, 0.58)  0.018
H (-0.40, -1.49, -1.14)  0.066
H (-1.79, -0.46, -0.86)  0.120
F (1.73, -4.02, 1.37)  0.118
C (1.43, -2.81, 1.84)  -0.562
F (2.34, -2.42, 2.69)  0.152
F (0.31, -2.85, 2.49)  0.142
H (1.29, -2.25, 0.97)  0.130

As for the HOMO energy: -8.906 eV. The calculation puts the LUMO energy at 0.827 eV. The calculation puts the energy relative to the best compared isomer or geometry (same formula, charge and spin) at 1.626 eV. The value obtained for the HOMO-LUMO gap is 0.358 Eh. The net charge is 0. Its energy is -511.5179 Ha. Its multiplicity is 1. Its structure (SMILES) is C=C(C)N.FC(F)F.

***

No. 2
Molecular formula: C21H46F5N2O12P2S2
Method: DFT, ωB97M-V with the def2-TZVPD basis set

Last column: Löwdin charge in e.
Element x y z (Å)
C (-7.91, 1.04, -3.58)  -0.147
C (-8.16, 1.99, -4.86)  -0.251
C (-8.22, 1.16, -6.24)  -0.198
C (-6.89, 1.44, -7.12)  -0.267
N (-5.81, 0.55, -6.63)  -0.159
S (-4.24, 1.14, -6.99)  0.591
O (-4.24, 2.48, -7.68)  -0.388
O (-3.64, 0.14, -7.96)  -0.407
N (-3.43, 1.18, -5.48)  -0.377
S (-1.74, 1.09, -5.68)  0.589
O (-1.28, 1.94, -6.83)  -0.378
O (-1.38, -0.34, -6.00)  -0.419
C (-0.92, 1.48, -4.07)  -0.239
C (-0.23, 2.91, -4.00)  -0.195
C (-1.10, 4.11, -4.60)  -0.084
C (-0.28, 4.95, -5.67)  -0.326
F (0.52, 4.18, -6.52)  0.071
F (-1.24, 5.57, -6.51)  0.047
C (0.65, 6.10, -5.05)  -0.372
F (1.95, 5.93, -5.57)  0.075
F (0.79, 6.06, -3.68)  0.107
F (0.23, 7.34, -5.53)  0.103
H (-7.09, 0.28, -3.77)  0.074
H (-8.89, 0.52, -3.32)  0.061
H (-7.61, 1.64, -2.66)  0.067
H (-9.17, 2.49, -4.67)  0.093
H (-7.34, 2.77, -4.86)  0.101
H (-8.31, 0.05, -6.04)  0.101
H (-9.12, 1.55, -6.82)  0.098
H (-6.68, 2.54, -7.01)  0.108
H (-7.19, 1.18, -8.19)  0.118
H (-5.95, -0.37, -7.09)  0.102
H (-0.08, 0.72, -3.95)  0.108
H (-1.65, 1.26, -3.23)  0.105
H (0.83, 2.91, -4.41)  0.125
H (-0.10, 3.14, -2.88)  0.111
H (-2.10, 3.80, -5.03)  0.125
H (-1.35, 4.83, -3.75)  0.126
O (2.73, -3.31, -0.03)  -0.243
P (2.28, -1.85, -0.03)  0.699
O (0.65, -2.17, -0.01)  -0.225
C (0.08, -2.82, 1.12)  -0.297
C (-0.13, -1.86, 2.27)  -0.080
O (2.44, -1.60, -1.66)  -0.219
C (3.30, -2.44, -2.43)  -0.297
C (2.56, -3.67, -2.95)  -0.074
O (1.83, -0.19, 0.04)  -0.192
C (2.01, 0.59, 1.21)  -0.306
C (3.19, 0.19, 2.07)  -0.088
H (0.71, -3.66, 1.44)  0.105
H (-0.88, -3.22, 0.80)  0.119
H (0.82, -1.54, 2.69)  0.058
H (-0.71, -2.33, 3.07)  0.078
H (-0.67, -0.96, 1.93)  0.082
H (4.18, -2.73, -1.85)  0.099
H (3.67, -1.86, -3.28)  0.115
H (1.91, -4.12, -2.20)  0.069
H (3.27, -4.42, -3.30)  0.075
H (1.92, -3.39, -3.78)  0.080
H (1.09, 0.57, 1.79)  0.097
H (2.14, 1.62, 0.89)  0.123
H (3.22, -0.88, 2.27)  0.052
H (3.15, 0.72, 3.03)  0.088
H (4.13, 0.46, 1.58)  0.085
O (4.29, -3.36, 7.49)  -0.240
P (3.79, -1.92, 7.44)  0.691
O (2.16, -2.24, 7.48)  -0.222
C (1.60, -2.86, 8.63)  -0.297
C (1.40, -1.87, 9.76)  -0.082
O (3.97, -1.69, 5.81)  -0.228
C (4.82, -2.55, 5.06)  -0.298
C (4.08, -3.78, 4.55)  -0.067
O (3.43, -0.25, 7.50)  -0.194
C (3.67, 0.52, 8.67)  -0.305
C (4.84, 0.07, 9.52)  -0.090
H (2.22, -3.70, 8.96)  0.109
H (0.63, -3.26, 8.32)  0.119
H (2.36, -1.56, 10.17)  0.059
H (0.82, -2.33, 10.58)  0.079
H (0.87, -0.98, 9.42)  0.083
H (5.69, -2.84, 5.65)  0.102
H (5.20, -1.98, 4.21)  0.110
H (3.42, -4.22, 5.30)  0.072
H (4.78, -4.54, 4.20)  0.080
H (3.44, -3.50, 3.71)  0.064
H (2.75, 0.56, 9.26)  0.098
H (3.86, 1.55, 8.34)  0.122
H (4.80, -1.01, 9.73)  0.062
H (4.84, 0.59, 10.48)  0.085
H (5.78, 0.28, 9.02)  0.085

As for the HOMO energy: -4.919 eV. The calculation puts the LUMO energy at -0.357 eV. The value obtained for the HOMO-LUMO gap is 0.168 Eh. The net charge is -1. Its energy is -3818.4582 Ha. Its multiplicity is 1.

***

No. 3
Molecular formula: C2H4N4O
Method: DFT, ωB97M-V with the def2-TZVPD basis set

Last column: Löwdin charge in e.
Element x y z (Å)
H (0.96, 1.81, 0.12)  0.002
N (0.04, 2.06, 0.03)  0.176
C (-0.70, 1.03, -0.04)  -0.327
O (-2.12, 0.81, -0.08)  -0.034
N (-2.34, -0.63, 0.00)  0.060
N (-1.21, -1.19, 0.12)  0.014
N (-0.20, -0.39, -0.31)  -0.165
C (1.13, -0.78, 0.05)  -0.102
H (1.38, -1.96, -0.21)  0.142
H (1.22, -0.35, 1.13)  0.122
H (1.83, -0.40, -0.82)  0.111

As for the HOMO energy: -9.879 eV. The calculation puts the LUMO energy at 0.291 eV. The calculation puts the energy relative to the best compared isomer or geometry (same formula, charge and spin) at 4.795 eV. The value obtained for the HOMO-LUMO gap is 0.374 Eh. The net charge is 0. Its energy is -372.7241 Ha. Its multiplicity is 1. Its structure (SMILES) is [H]/N=c1/onnn1C.

***

No. 4
Molecular formula: C2H9N4
Method: DFT, ωB97M-V with the def2-TZVPD basis set

Last column: Löwdin charge in e.
Element x y z (Å)
C (-1.03, -1.12, 1.09)  -0.118
C (2.18, 1.64, -0.98)  -0.093
N (-0.75, -0.51, -0.03)  -0.026
N (-0.60, -2.31, 1.43)  0.193
N (1.07, 1.14, -1.28)  -0.008
N (-1.17, 0.76, -0.37)  0.018
H (-1.66, -0.59, 1.81)  0.170
H (2.73, 2.40, -1.54)  0.076
H (2.66, 1.30, -0.07)  0.061
H (-0.09, -0.88, -0.71)  0.157
H (-0.85, -2.72, 2.31)  0.139
H (-0.02, -2.86, 0.80)  0.143
H (0.67, 1.50, -2.15)  0.063
H (-2.15, 0.79, -0.65)  0.113
H (-0.99, 1.45, 0.35)  0.112

As for the HOMO energy: -13.161 eV. The calculation puts the LUMO energy at -3.462 eV. The calculation puts the energy relative to the best compared isomer or geometry (same formula, charge and spin) at 2.570 eV. The value obtained for the HOMO-LUMO gap is 0.356 Eh. The net charge is +1. Its energy is -300.3249 Ha. Its multiplicity is 1.

***

No. 5
Molecular formula: C6H11N
Method: DFT, ωB97M-V with the def2-TZVPD basis set

Last column: Löwdin charge in e.
Element x y z (Å)
C (0.49, -3.05, -0.37)  0.005
C (-0.01, -1.83, -0.12)  -0.203
C (0.80, -0.67, 0.33)  -0.182
C (-0.02, 0.60, 0.17)  -0.325
C (-0.52, 0.95, -1.18)  -0.073
C (-0.05, 1.42, 1.22)  -0.142
N (-0.55, 2.81, 1.09)  0.002
H (-0.20, -3.85, -0.60)  0.049
H (1.51, -3.29, -0.57)  0.042
H (-1.03, -1.91, 0.19)  0.101
H (0.89, -0.81, 1.43)  0.123
H (1.78, -0.72, -0.13)  0.122
H (-1.62, 1.28, -1.19)  0.108
H (0.02, 1.66, -1.80)  0.073
H (-0.40, 0.11, -1.88)  0.077
H (0.37, 1.23, 2.21)  0.104
H (-1.52, 2.83, 0.78)  0.057
H (0.06, 3.23, 0.41)  0.061

As for the HOMO energy: -9.187 eV. The calculation puts the LUMO energy at 0.980 eV. The calculation puts the energy relative to the best compared isomer or geometry (same formula, charge and spin) at 2.108 eV. The value obtained for the HOMO-LUMO gap is 0.374 Eh. The net charge is 0. Its energy is -289.8942 Ha. Its multiplicity is 1. Its structure (SMILES) is C=CC/C(C)=C/N.